# 1
{"formula": "C20H28F3O2Zn", "method": "ωB97M-V with the def2-TZVPD basis set", "e_homo_ev": [-3.00, -3.00], "charge": -1, "spin_multiplicity": 1, "lumo_ev": [2.1, 2.1], "largest_force_ev_per_a": 4.012, "species": ["C", "H", "C", "C", "C", "H", "C", "C", "C", "O", "Zn", "C", "H", "C", "C", "C", "H", "H", "H", "C", "C", "H", "H", "H", "H", "H", "H", "H", "O", "H", "C", "H", "H", "H", "C", "H", "C", "C", "C", "F", "H", "H", "C", "H", "H", "H", "H", "H", "H", "F", "H", "H", "F", "C"], "coordinates": [[1.1337, 0.9710, 2.5386], [-2.1149, 4.1682, -1.3283], [0.5961, 0.7069, -3.1336], [-2.8182, -1.4534, 2.9976], [1.8015, -1.8311, 3.3456], [1.0253, 1.3966, -1.0741], [0.4683, -3.1126, 1.9491], [-0.7509, -1.9749, -3.7391], [1.0016, -2.6618, 4.1344], [1.0908, 3.4294, -1.7443], [-0.0901, -0.7911, 0.9115], [0.0907, 4.4729, -1.6751], [1.7301, -2.8787, -2.8607], [0.5417, -1.2268, -3.5180], [1.4551, -2.0246, 1.9610], [-2.1027, -1.0563, 4.1519], [2.6822, -1.5114, -3.5188], [-1.1180, 4.3591, 0.1367], [-1.3522, 1.3595, 2.0067], [0.6410, -0.0113, -4.4542], [-0.8633, 2.4226, -0.7344], [-0.7658, 0.6444, 4.5446], [-2.9311, -0.5421, 0.9394], [-2.1791, -1.5075, 5.1529], [1.7885, -2.5899, -4.6069], [-1.2705, 1.8807, -1.5968], [0.5631, 5.3261, -1.1619], [-1.3244, 1.9957, 0.1642], [0.4835, -0.4819, -2.2558], [-0.2945, 1.3467, -3.0583], [1.7639, -2.1037, -3.6246], [1.5072, 1.2941, -2.9441], [-0.4516, -4.2614, 3.6209], [-0.7323, -2.4610, -4.7235], [-1.5303, 0.3809, 2.4473], [-0.2359, 0.1698, -5.0822], [-2.4749, -0.5905, 1.9330], [-1.1381, 3.9364, -0.8771], [-1.3526, 0.0717, 3.8311], [0.6127, 2.2611, 2.5582], [2.6348, -1.2492, 3.7045], [2.1749, -1.8306, 1.1651], [0.2083, -3.4711, 3.2865], [-0.8538, -2.7485, -2.9738], [0.0730, -3.5954, 1.0622], [1.5869, 0.1117, -4.9947], [-0.1785, 4.7616, -2.7079], [-1.6091, -1.2932, -3.7067], [1.0081, -2.6904, 5.2284], [2.3963, 1.0855, 2.0244], [1.0978, 2.6021, 0.2293], [-3.5864, -2.2317, 2.9770], [1.3012, 0.6334, 3.8630], [0.6610, 2.3940, -0.7697]]}

---

# 2
{"formula": "C2H6N3O2", "method": "ωB97M-V with the def2-TZVPD basis set", "e_homo_ev": -14.77, "charge": 1, "spin_multiplicity": 1, "lumo_ev": -4.0, "smiles": "[NH2+]=C(O)N1N[C@H]1O", "largest_force_ev_per_a": 4.489, "species": ["H", "N", "O", "C", "C", "H", "H", "H", "N", "N", "H", "H", "O"], "coordinates": [[1.2170, 1.4721, 1.1752], [-1.9422, -1.1719, -0.0789], [-1.7763, 1.1384, -0.1401], [1.5648, 0.1145, -0.4739], [-1.2412, -0.0723, 0.0031], [1.4932, 0.0473, -1.5906], [-1.2813, 1.9801, -0.0181], [-1.4360, -1.9360, 0.3373], [0.0653, -0.1472, 0.4331], [0.8628, 1.0977, 0.2723], [2.7623, -0.5296, 0.8279], [-2.8110, -1.3499, -0.6413], [2.5227, -0.6433, -0.1060]]}